1.
{"formula": "C19H16FNO3", "method": "the ωB97M-V functional and the def2-TZVPD basis", "energy_ev": -30313.25336, "smiles": "CCOC(=O)c1c(C=O)c2ccccc2n1Cc1ccccc1F", "e_above_lowest_kcal_mol": 3.3, "gap_ev": 8.190, "charge": 0, "multiplicity": 1, "fmax_ev_per_a": 0.90, "symbols": ["H", "C", "H", "C", "H", "O", "F", "C", "C", "H", "H", "H", "C", "H", "H", "C", "H", "C", "C", "H", "C", "C", "C", "H", "O", "C", "H", "H", "N", "O", "C", "C", "C", "C", "H", "C", "H", "C", "H", "C"], "xyz": [[0.531, 2.548, 2.695], [-3.147, -1.492, -3.441], [4.270, 3.347, 0.530], [-0.917, -3.453, 1.766], [-4.082, -1.664, -3.951], [1.089, 2.022, -1.270], [0.186, -2.873, -3.303], [0.590, -0.811, -1.417], [-0.186, -0.815, 2.138], [3.557, 4.195, 1.905], [-1.385, -3.443, 3.855], [-1.744, 0.565, -1.158], [-0.660, -1.542, 3.231], [1.219, -1.703, -1.500], [-2.117, -3.113, -4.421], [-2.059, -2.304, -3.710], [2.251, 3.864, -0.852], [-0.456, -2.755, 0.672], [-1.018, -2.855, 3.028], [-0.387, -3.225, -0.297], [2.221, 3.945, 0.239], [0.271, 1.529, 3.030], [-0.092, -1.426, 0.868], [1.551, 4.765, 0.519], [1.665, 2.742, 0.776], [-1.832, -0.242, -1.869], [-0.732, -1.073, 4.198], [4.015, 5.097, 0.452], [0.391, -0.506, -0.022], [0.005, 1.310, 4.190], [-0.871, -2.068, -3.045], [3.608, 4.159, 0.820], [-0.726, -1.045, -2.118], [-3.031, -0.464, -2.521], [-1.210, -4.485, 1.650], [1.131, 1.860, -0.070], [-3.878, 0.171, -2.312], [0.610, 0.675, 0.631], [1.101, 0.029, -1.894], [0.266, 0.533, 1.979]]}


2.
{"formula": "C25H34N7O2S3Sr", "method": "the ωB97M-V functional and the def2-TZVPD basis", "energy_ev": -74345.11021, "e_above_lowest_kcal_mol": 36.0, "gap_ev": 5.480, "charge": -1, "multiplicity": 1, "fmax_ev_per_a": 0.40, "symbols": ["C", "H", "H", "C", "H", "H", "H", "C", "N", "H", "C", "C", "H", "C", "C", "H", "H", "C", "N", "N", "H", "H", "S", "O", "C", "C", "S", "C", "H", "C", "H", "H", "H", "C", "C", "N", "N", "Sr", "C", "N", "H", "C", "C", "C", "H", "H", "H", "C", "C", "H", "H", "H", "C", "H", "C", "H", "H", "H", "H", "H", "H", "H", "N", "C", "H", "H", "O", "C", "H", "C", "S", "H"], "xyz": [[-1.657, 3.742, 4.463], [-0.263, -2.506, 2.314], [-2.706, 0.776, 3.228], [-2.026, 0.094, -2.270], [-3.586, 2.340, 3.305], [1.848, 1.035, -6.887], [0.908, -0.314, -6.212], [3.466, -4.542, 1.920], [-3.376, 2.476, -1.596], [-2.642, 4.205, 4.478], [-1.888, 1.821, -3.890], [4.625, -5.134, -0.104], [0.090, 2.028, 3.648], [-2.612, 1.858, 3.237], [4.304, -5.399, 1.213], [0.217, 1.456, -2.382], [-3.266, 0.991, -0.123], [2.659, -1.896, -0.640], [-1.345, 2.750, -2.906], [2.353, -0.531, -2.426], [-4.428, 2.113, -3.366], [-1.108, 4.005, 3.543], [3.147, -1.666, -4.742], [4.472, -3.809, -2.027], [2.457, -0.418, -3.681], [3.265, -3.129, -0.043], [0.043, 3.308, 1.432], [3.041, -0.665, -6.249], [-2.449, 2.383, -4.642], [-3.865, 1.552, -2.616], [-2.176, 2.399, 0.129], [4.710, -6.282, 1.693], [-0.020, 1.940, 5.441], [-0.874, -2.635, 4.340], [-0.461, -1.927, 3.216], [2.918, -1.690, -1.925], [-1.486, 0.981, -1.237], [0.594, 0.682, 0.879], [1.837, 0.253, -6.129], [-1.819, 2.261, 4.437], [2.941, -1.346, -7.094], [4.115, -4.004, -0.749], [-2.455, 3.428, -2.232], [-0.949, -0.590, 5.567], [-1.059, 1.301, -4.377], [-1.110, -0.054, 6.502], [-0.227, 2.660, -1.123], [-0.608, 1.985, -1.898], [-0.551, 0.099, 4.418], [-0.993, -3.713, 4.294], [3.211, -4.746, 2.952], [-2.686, -0.639, -1.799], [-2.605, 1.715, -0.610], [-3.010, 4.017, -2.967], [-1.120, -1.966, 5.533], [-2.325, 1.954, 5.264], [-1.424, -2.507, 6.421], [-1.092, 4.015, 5.353], [-2.047, 4.086, -1.464], [-2.041, 2.220, 2.367], [-4.536, 0.828, -2.145], [3.954, -0.081, -6.368], [-2.784, 0.825, -3.289], [-0.282, -0.530, 3.187], [4.018, -2.963, -2.314], [5.276, -5.789, -0.669], [1.939, -1.167, 0.089], [-0.451, 1.596, 4.496], [2.305, -2.738, 1.809], [2.960, -3.422, 1.285], [1.930, 1.051, -4.511], [-1.197, -0.433, -2.749]]}


> Number 1 is which compound?

C19H16FNO3